A structure of composition C19H17F3N4O3S in a non-equilibrium geometry, computed with the ωB97M-V functional and the def2-TZVPD basis.

Cartesian coordinates (Å):
C 6.324 1.155 0.301
H 7.471 0.839 0.198
H 6.098 1.342 1.227
H 6.227 2.086 -0.319
O 5.595 -0.039 -0.613
C 4.173 0.162 -0.546
C 3.369 1.180 0.051
C 2.072 1.342 -0.441
C 1.405 0.307 -1.091
C 2.274 -0.829 -1.473
C 3.537 -0.598 -1.258
H 4.099 -1.513 -1.747
H 1.773 -1.769 -2.109
C 0.039 0.354 -1.165
N -0.558 -0.938 -1.532
C -1.927 -1.010 -1.468
N -2.648 -0.104 -1.555
C -2.164 1.188 -1.318
C -0.669 1.536 -1.265
H -0.384 2.454 -0.932
C -3.138 2.400 -1.473
F -3.659 2.806 -2.451
F -4.167 2.288 -0.559
F -2.583 3.575 -0.727
S -2.599 -2.362 -2.098
C -1.212 -3.614 -1.185
C -1.587 -4.202 0.273
C -1.979 -2.635 1.051
O -3.208 -2.677 1.629
N -0.974 -1.921 1.319
C -1.185 -0.460 1.577
N -0.200 0.221 1.552
O -0.633 1.514 2.014
C -2.023 1.270 2.109
C -2.439 0.047 1.916
H -3.349 -0.096 1.970
C -2.723 2.637 2.296
H -2.667 2.863 3.799
H -3.815 2.545 2.230
H -2.456 3.605 2.015
H 0.005 -2.165 1.080
H -0.857 -4.412 0.961
H -2.528 -4.763 0.337
H -1.329 -4.662 -1.782
H -0.466 -3.025 -1.347
H 1.671 2.067 0.082
H 3.996 2.012 0.468

Results
- spin multiplicity = 1
- total charge = 0
- E (eV) = -51052.7016
- HOMO energy (eV) = -8.78
- HOMO-LUMO gap (eV) = 7.63